Molecular formula: C4H8N2S
Method: DFT, the ωB97M-V functional and the def2-TZVPD basis

Frontier orbital gap: 8.4 eV
Total energy: -18087.1399 eV
Spin multiplicity: 1
ΔE to the lowest compared entry with this formula, charge and spin: 6.602 eV

Last column: Mulliken charge in e.
Cartesian coordinates (Å):
C 0.28795 -1.53415 0.14270  -0.48
C 0.97934 -0.89542 2.00831  -0.13
C 1.06922 1.59917 -0.67008  -0.95
C 0.04810 1.38880 0.43131  -0.31
N -1.97125 -1.70777 -0.45552  -0.36
N -0.64608 -1.81203 -0.70448  -0.23
S 0.87370 0.73440 1.97142  0.05
H 1.28609 -1.65105 -0.24846  0.44
H -2.25469 -1.69137 0.52453  0.21
H 1.59523 0.67018 -0.88221  0.26
H 0.56912 1.92290 -1.58177  0.29
H 1.79916 2.35510 -0.38496  0.36
H -0.71250 0.66832 0.13857  0.21
H -0.42581 2.32674 0.71979  0.37
H -2.49758 -2.37382 -1.00916  0.26